<i>
Computed, not measured: a 2-piece molecular cluster, C5H10O3 overall, with ωB97M-V/def2-TZVPD.

## Properties
HOMO level: -9.63 eV
Structure (SMILES): C=CCCC(=O)O.O
LUMO energy: 0.54 eV
Kohn-Sham gap: 10.176 eV

```
18
C5H10O3 ωB97M-V/def2-TZVPD
C 1.997 -1.605 -1.887
C 0.792 -1.573 -1.325
C 0.072 -0.275 -1.030
C 0.535 0.196 0.344
C -0.015 1.538 0.781
O -0.849 2.238 0.290
O 0.645 1.868 1.932
H 2.419 -0.766 -2.420
H 2.427 -2.580 -2.095
H 0.281 -2.504 -1.105
H -1.015 -0.349 -1.042
H 0.351 0.385 -1.854
H 1.604 0.130 0.436
H 0.067 -0.454 1.084
H 0.241 2.603 2.410
O -2.348 -2.005 0.413
H -2.310 -2.659 1.114
H -2.808 -1.214 0.706
```

***

<ii>
Computed, not measured: one molecule with the formula C5H10O3, with ωB97M-V/def2-TZVPD.

## Properties
HOMO level: -10.34 eV
Structure (SMILES): O=C(O)CCCCO
LUMO energy: 0.68 eV
Kohn-Sham gap: 11.024 eV

```
18
C5H10O3 ωB97M-V/def2-TZVPD
O -2.748 0.160 1.136
C -1.778 0.608 0.585
O -1.586 1.944 0.471
C -0.584 -0.177 0.146
C 0.729 0.190 0.842
C 1.972 0.026 -0.062
C 2.058 -1.355 -0.698
O 1.626 -1.306 -2.093
H -2.387 2.466 0.532
H -0.332 0.078 -0.892
H -0.905 -1.215 0.118
H 0.705 1.224 1.179
H 0.823 -0.330 1.799
H 2.863 0.260 0.526
H 1.890 0.878 -0.738
H 1.425 -2.081 -0.205
H 3.097 -1.656 -0.801
H 0.706 -1.517 -2.124
```

***

<iii>
Computed, not measured: C5H10O3 as an isolated structure, with ωB97M-V/def2-TZVPD.

## Properties
HOMO level: -9.19 eV
LUMO energy: 0.49 eV
Kohn-Sham gap: 9.675 eV

```
18
C5H10O3 ωB97M-V/def2-TZVPD
C -1.493 1.098 0.907
C -0.788 -0.188 -1.724
C -0.614 -0.094 0.657
O -0.852 -1.484 -2.072
O -1.454 0.684 -2.230
O -0.807 -1.224 1.035
H -1.564 -1.574 -2.735
H -2.524 0.832 0.668
H -1.193 1.945 0.292
H -1.435 1.353 1.967
C 1.114 0.419 0.584
C 2.063 -0.756 0.484
H 3.056 -0.486 0.855
H 1.351 1.263 -0.071
H 1.137 0.840 1.592
H 0.149 0.067 -0.752
H 2.151 -1.105 -0.548
H 1.705 -1.590 1.092
```

***

Relative energies, unit kcal/mol: <i> 5.0; <ii> 0.0; <iii> 52.6

***

<i>
Computed, not measured: one molecule with the formula C7H10, with ωB97M-V/def2-TZVPD.

## Properties
HOMO level: -8.63 eV
Structure (SMILES): C1[C@@H]2CC3(CC3)[C@H]12
LUMO energy: 1.16 eV
Kohn-Sham gap: 9.799 eV

```
17
C7H10 ωB97M-V/def2-TZVPD
C -1.570 -0.998 -0.353
C -1.539 0.213 0.709
C -0.566 1.259 0.165
C 0.486 0.137 0.067
C 1.942 0.190 0.373
C 1.476 -0.132 -1.025
C -0.496 -0.880 0.618
H -1.467 -0.728 -1.391
H -2.327 -1.758 -0.133
H -2.603 0.121 0.576
H -0.248 2.053 0.857
H -0.916 1.721 -0.760
H 2.392 1.161 0.552
H 2.357 -0.623 0.964
H 1.615 0.629 -1.791
H 1.574 -1.157 -1.377
H -0.279 -1.673 1.319
```

***

<ii>
Computed, not measured: one molecule with the formula C7H10, with ωB97M-V/def2-TZVPD.

## Properties
HOMO level: -8.28 eV
LUMO energy: 0.01 eV
Kohn-Sham gap: 8.287 eV

```
17
C7H10 ωB97M-V/def2-TZVPD
C -2.129 -0.266 0.127
C -1.497 0.787 -0.734
C -0.678 -0.351 -0.214
C 1.701 -1.125 -1.086
C 1.821 -0.666 0.269
C 1.552 0.791 0.642
C 0.444 -0.178 0.782
H -2.770 -0.997 -0.351
H -2.422 -0.016 1.139
H -1.704 0.806 -1.797
H -1.318 1.761 -0.292
H -0.483 -1.142 -0.932
H 1.307 -0.287 -1.696
H 2.379 -1.296 0.957
H 1.526 1.518 -0.164
H 2.041 1.142 1.545
H 0.228 -0.481 1.804
```

***

<iii>
Computed, not measured: one molecule with the formula C7H10, with ωB97M-V/def2-TZVPD.

## Properties
HOMO level: -8.76 eV
Structure (SMILES): C[C@@H]1[C@@H]2C=CC[C@H]12
LUMO energy: 1.16 eV
Kohn-Sham gap: 9.915 eV

```
17
C7H10 ωB97M-V/def2-TZVPD
C 0.571 -0.173 1.781
C -0.618 0.335 1.019
C -1.285 -0.289 -0.169
C -0.406 -1.302 -0.825
C 0.658 -0.746 -1.406
C 0.624 0.759 -1.303
C -0.520 1.019 -0.334
H 0.820 0.587 2.530
H 0.372 -1.124 2.288
H 1.431 -0.282 1.114
H -1.354 0.851 1.636
H -2.364 -0.438 -0.197
H -0.552 -2.368 -0.680
H 1.469 -1.293 -1.875
H 1.568 1.204 -0.966
H 0.436 1.180 -2.304
H -0.845 2.039 -0.148
```

***

Relative energies, unit kcal/mol: <i> 52.9; <ii> 90.7; <iii> 0.0

***

<i>
Computed, not measured: one molecule with the formula C2H2Cl2F2, with ωB97M-V/def2-TZVPD.

## Properties
HOMO level: -11.22 eV
Structure (SMILES): FC(F)(Cl)CCl
LUMO energy: 0.73 eV
Kohn-Sham gap: 11.951 eV

```
8
C2H2Cl2F2 ωB97M-V/def2-TZVPD
F 0.087 1.088 -1.161
C -0.289 -0.133 -0.640
F -0.816 -0.623 -1.813
Cl 1.299 -0.696 -0.339
C -1.130 -0.086 0.516
Cl -0.207 0.551 1.899
H -2.093 0.691 0.318
H -1.400 -1.105 0.669
```

***

<ii>
Computed, not measured: one molecule with the formula C2H2Cl2F2, with ωB97M-V/def2-TZVPD.

## Properties
HOMO level: -11.15 eV
Structure (SMILES): FC(F)C(Cl)Cl
LUMO energy: 0.72 eV
Kohn-Sham gap: 11.875 eV

```
8
C2H2Cl2F2 ωB97M-V/def2-TZVPD
F 0.351 -0.863 1.380
C 0.641 -0.476 0.139
F 1.843 0.126 -0.100
C -0.501 0.431 -0.224
Cl -0.454 2.005 0.561
Cl -1.963 -0.410 0.190
H 0.280 -1.263 -0.761
H -0.197 0.450 -1.184
```

***

Relative energies, unit kcal/mol: <i> 0.0; <ii> 12.9